{"formula": "C3H14O5", "method": "wB97M-V/def2-TZVPD", "total_charge": 1, "e_above_lowest_ev": 5.1264, "multiplicity": 2, "e_tot_ev": -13562.57904, "lumo_energy_ev": [-8.1368, -8.1370], "species": ["C", "O", "C", "C", "H", "H", "H", "H", "H", "H", "H", "H", "O", "H", "H", "O", "H", "H", "O", "H", "H", "O"], "xyz": [[-3.15841, -0.80750, 1.00641], [-0.46644, 0.06727, 1.39856], [-3.38688, 0.19682, 0.07959], [-2.73300, 0.35265, -1.12349], [-2.72704, -1.77322, 0.74577], [-3.67586, -0.76274, 1.95801], [-1.34023, -0.14952, 1.09498], [-3.90248, 1.06586, 0.48126], [-2.88648, 1.24291, -1.72042], [-2.07524, -0.43408, -1.47562], [2.78294, -0.51595, 1.02096], [1.65475, -0.86404, 1.93156], [2.51598, -1.20563, 1.62316], [1.32946, 1.45462, -0.59786], [3.64235, 1.29608, -0.52752], [2.82485, 0.83707, -0.20610], [2.26934, -0.70270, -1.20946], [1.73561, -2.11124, -1.36082], [1.99564, -1.33213, -1.86329], [0.44300, 2.65177, -1.15740], [-0.31717, 0.90950, 0.91442], [0.45973, 1.71777, -0.94344]]}